{
  "formula": "C28H25N3NiO5Si",
  "method": "wB97M-V/def2-TZVPD",
  "symbols": ["Ni", "O", "C", "C", "C", "C", "C", "C", "C", "O", "N", "O", "O", "H", "H", "H", "H", "C", "N", "C", "C", "N", "H", "H", "H", "H", "H", "H", "O", "Si", "C", "C", "C", "C", "C", "C", "C", "C", "C", "C", "C", "C", "C", "C", "C", "C", "C", "C", "H", "H", "H", "H", "H", "H", "H", "H", "H", "H", "H", "H", "H", "H", "H"],
  "coordinates": [[-0.0562, 0.0232, 0.0956], [1.9009, -0.2532, 0.0321], [2.6231, -0.1083, 1.0297], [2.1995, -0.1175, 2.3881], [3.2057, 0.0483, 3.3520], [2.8916, 0.0370, 4.6720], [1.5590, -0.1330, 5.0972], [0.5632, -0.2961, 4.1813], [0.8352, -0.3055, 2.7817], [-0.1265, -0.4929, 1.9569], [3.9627, 0.1969, 5.6684], [5.1044, 0.3219, 5.2649], [3.6566, 0.1292, 6.8451], [3.6972, 0.0219, 0.8555], [4.2378, 0.1832, 3.0509], [1.3480, -0.1189, 6.1574], [-0.4701, -0.4176, 4.4861], [-4.9785, -1.5951, 0.2590], [-4.3313, -0.4518, -0.3981], [-5.0988, 0.7962, -0.5590], [-3.0250, -0.4128, -0.4662], [-1.8763, -0.4205, -0.5806], [-5.9060, -1.8121, -0.2648], [-5.1971, -1.3682, 1.3034], [-4.3287, -2.4646, 0.2060], [-6.0072, 0.5735, -1.1143], [-4.5059, 1.5217, -1.1080], [-5.3524, 1.2158, 0.4117], [-0.0215, 1.8795, 0.0814], [-0.3826, 3.1641, -0.8181], [0.6270, 4.6366, -0.2675], [0.1169, 5.9432, -0.2348], [0.9066, 7.0205, 0.1630], [2.2268, 6.8088, 0.5394], [2.7549, 5.5216, 0.5194], [1.9629, 4.4520, 0.1195], [-2.1865, 3.6913, -0.6467], [-2.9543, 4.1782, -1.7130], [-4.2435, 4.6746, -1.5122], [-4.7900, 4.6896, -0.2342], [-4.0507, 4.1988, 0.8397], [-2.7673, 3.7026, 0.6327], [-0.0670, 2.9166, -2.6531], [0.3908, 3.9573, -3.4685], [0.6003, 3.7699, -4.8324], [0.3556, 2.5306, -5.4112], [-0.0983, 1.4789, -4.6239], [-0.3063, 1.6765, -3.2632], [-0.9181, 6.1242, -0.5168], [0.4914, 8.0228, 0.1837], [2.8428, 7.6438, 0.8552], [3.7845, 5.3553, 0.8180], [2.3814, 3.4478, 0.1153], [-2.5294, 4.1912, -2.7145], [-4.8140, 5.0624, -2.3501], [-5.7855, 5.0906, -0.0726], [-4.4719, 4.2175, 1.8396], [-2.1897, 3.3372, 1.4797], [0.5988, 4.9288, -3.0273], [0.9630, 4.5895, -5.4426], [0.5220, 2.3826, -6.4724], [-0.2888, 0.5091, -5.0716], [-0.6668, 0.8463, -2.6686]],
  "multiplicity": 3,
  "total_charge": 0,
  "homo_lumo_gap_ha": [0.309, 0.308],
  "molar_mass_g_mol": 570.3,
  "homo_ev": [-8.66, -8.71],
  "s_squared": 2.005,
  "fmax_ev_per_a": 0.78
}

***

{
  "formula": "C28H25N4O3RhS",
  "method": "wB97M-V/def2-TZVPD",
  "symbols": ["Rh", "C", "C", "C", "C", "C", "C", "C", "C", "N", "C", "O", "C", "C", "C", "C", "C", "N", "C", "O", "N", "C", "C", "C", "C", "C", "C", "C", "C", "H", "H", "H", "H", "H", "H", "H", "H", "H", "H", "H", "H", "H", "H", "H", "H", "H", "H", "H", "H", "H", "O", "N", "C", "C", "C", "C", "C", "S", "H", "H", "H", "H"],
  "coordinates": [[-0.2276, -0.1535, -0.2027], [-1.4319, 1.9944, 2.3632], [-2.1590, 2.6792, 1.2506], [-2.4301, 4.0326, 1.3201], [-3.1398, 4.6690, 0.3163], [-3.5806, 3.9398, -0.7753], [-3.3250, 2.5839, -0.8852], [-3.8271, 1.8122, -2.0677], [-2.5944, 1.9366, 0.1345], [-2.2937, 0.5873, 0.0420], [-3.2937, -0.3333, 0.1285], [-4.4560, -0.0542, 0.4457], [-2.8552, -1.7083, -0.1632], [-3.6509, -2.8402, -0.0157], [-3.1359, -4.0794, -0.3540], [-1.8213, -4.1681, -0.8454], [-1.0796, -3.0066, -0.9462], [-1.5867, -1.8176, -0.6219], [0.3412, -2.9601, -1.4221], [0.9115, -3.9502, -1.8815], [0.8706, -1.7315, -1.3210], [2.2012, -1.4656, -1.5907], [3.2295, -1.9474, -0.7592], [2.8777, -2.8258, 0.4010], [4.5391, -1.5881, -1.0342], [4.8458, -0.7752, -2.1119], [3.8340, -0.3089, -2.9350], [2.5151, -0.6352, -2.6842], [1.3994, -0.1561, -3.5604], [-1.4342, 2.6083, 3.2590], [-0.3989, 1.8183, 2.0669], [-1.8906, 1.0318, 2.5827], [-2.0869, 4.5937, 2.1801], [-3.3568, 5.7260, 0.3918], [-4.1381, 4.4353, -1.5605], [-4.2154, 2.4825, -2.8338], [-4.6269, 1.1417, -1.7532], [-3.0318, 1.2020, -2.4952], [-4.6533, -2.7249, 0.3717], [-3.7341, -4.9716, -0.2321], [-1.3806, -5.1137, -1.1233], [2.0471, -2.3899, 0.9596], [3.7307, -2.9616, 1.0638], [2.5433, -3.8001, 0.0399], [5.3326, -1.9529, -0.3937], [5.8730, -0.5024, -2.3077], [4.0752, 0.3215, -3.7807], [1.7478, 0.5859, -4.2736], [0.6096, 0.2821, -2.9370], [0.9714, -1.0016, -4.0996], [0.5831, -0.7100, 1.7377], [1.4479, 0.1277, 2.3024], [1.7509, -0.0850, 3.6216], [2.6347, 0.7197, 4.2771], [3.2489, 1.7827, 3.6058], [2.8989, 2.0060, 2.2678], [1.9902, 1.1942, 1.6255], [1.4550, 1.5511, 0.0141], [1.2230, -0.9092, 4.0729], [2.8378, 0.5275, 5.3201], [3.9568, 2.4275, 4.0989], [3.3131, 2.8276, 1.7068]],
  "de_lowest_kcal_mol": 0.00,
  "multiplicity": 2,
  "total_charge": -1,
  "homo_lumo_gap_ha": [0.263, 0.250],
  "molar_mass_g_mol": 600.5,
  "homo_ev": [-4.46, -4.33],
  "s_squared": 0.755,
  "fmax_ev_per_a": 3.26
}

***

{
  "formula": "C28H25NO8PSSbSe4Ti",
  "method": "wB97M-V/def2-TZVPD",
  "symbols": ["Ti", "O", "C", "C", "C", "C", "C", "C", "C", "C", "N", "H", "H", "H", "H", "H", "H", "H", "H", "H", "H", "H", "O", "S", "O", "O", "C", "C", "C", "C", "C", "C", "P", "C", "C", "C", "C", "C", "C", "C", "C", "C", "C", "C", "C", "H", "H", "H", "H", "H", "H", "H", "H", "H", "H", "H", "H", "H", "H", "O", "C", "O", "C", "O", "O", "Se", "Sb", "Se", "Se", "Se"],
  "coordinates": [[0.1341, -0.7324, 1.9690], [-1.6916, 0.7728, 2.9042], [-3.0204, 1.2503, 2.6202], [-3.0854, 2.7906, 2.5874], [-2.2102, 3.5104, 1.5413], [-2.6269, 3.1416, 0.1439], [-3.8028, 3.6689, -0.3875], [-4.2523, 3.2295, -1.6162], [-3.4979, 2.2963, -2.3042], [-2.3264, 1.8628, -1.7122], [-1.8938, 2.2578, -0.5167], [-1.4801, 1.0822, 3.7902], [-3.6955, 0.8726, 3.3942], [-3.3200, 0.8007, 1.6733], [-2.8022, 3.1456, 3.5856], [-4.1238, 3.0719, 2.3922], [-1.1611, 3.2529, 1.6935], [-2.3331, 4.5897, 1.6715], [-4.3659, 4.3988, 0.1818], [-5.1803, 3.5983, -2.0332], [-3.8312, 1.8936, -3.2494], [-1.6948, 1.1281, -2.1904], [2.6634, 1.7674, 3.2620], [2.1047, 0.6312, 2.5831], [0.8714, 0.9961, 1.8118], [1.7401, -0.4971, 3.4289], [3.2925, 0.0598, 1.3816], [4.6293, 0.2360, 1.7092], [5.6223, -0.1977, 0.8502], [5.2711, -0.8170, -0.3465], [3.9427, -1.0149, -0.6629], [2.9230, -0.5947, 0.1987], [1.1669, -0.6771, -0.3316], [1.0570, -2.2444, -1.2655], [0.0448, -2.4047, -2.2171], [-0.4210, -3.6630, -2.5616], [0.1230, -4.7867, -1.9579], [1.1876, -4.6510, -1.0809], [1.6554, -3.3929, -0.7407], [1.3647, 0.6565, -1.5733], [1.7758, 0.4030, -2.8811], [1.9980, 1.4546, -3.7551], [1.8153, 2.7651, -3.3413], [1.4085, 3.0249, -2.0389], [1.1903, 1.9783, -1.1593], [4.8697, 0.7267, 2.6438], [6.6647, -0.0448, 1.0970], [6.0415, -1.1397, -1.0366], [3.6651, -1.5195, -1.5796], [-0.4162, -1.5367, -2.6721], [-1.2443, -3.7591, -3.2575], [-0.3020, -5.7618, -2.1556], [1.6309, -5.5231, -0.6179], [2.4624, -3.3065, -0.0261], [1.9050, -0.6196, -3.2132], [2.3183, 1.2493, -4.7696], [1.9852, 3.5820, -4.0321], [1.2567, 4.0458, -1.7103], [0.8649, 2.1852, -0.1515], [1.1957, -4.3919, 2.6690], [0.7116, -3.2845, 2.6550], [0.9693, -2.3689, 1.7555], [-0.2717, -2.7396, 3.7359], [-0.5242, -3.3525, 4.7520], [-0.7201, -1.5682, 3.4165], [-3.8997, -2.2410, -3.0045], [-3.4498, -2.2399, -0.4774], [-3.8325, -4.6856, -0.5497], [-5.5257, -1.0862, 0.1968], [-1.5200, -1.5348, 0.8814]],
  "multiplicity": 3,
  "total_charge": -2,
  "homo_lumo_gap_ha": [0.201, 0.195],
  "molar_mass_g_mol": 1052.0,
  "homo_ev": [-1.54, -1.80],
  "s_squared": 2.026,
  "fmax_ev_per_a": 7.92
}

***

{
  "formula": "C28H26AuClFN5O5S",
  "method": "wB97M-V/def2-TZVPD",
  "symbols": ["Au", "F", "C", "C", "C", "C", "O", "C", "C", "N", "C", "C", "C", "C", "C", "C", "N", "C", "C", "N", "C", "C", "C", "O", "O", "H", "H", "H", "H", "H", "H", "H", "H", "H", "H", "H", "H", "H", "H", "H", "H", "H", "H", "S", "C", "N", "C", "C", "C", "N", "H", "H", "H", "H", "Cl", "C", "C", "C", "C", "C", "C", "C", "O", "O", "H", "H", "H", "H"],
  "coordinates": [[0.8076, 0.3762, 0.2768], [4.7307, 3.1314, 0.4761], [3.4545, 3.5331, 0.2421], [2.7215, 2.9361, -0.7382], [1.4109, 3.3616, -0.9882], [0.5601, 2.5513, -1.8755], [1.0068, 1.5974, -2.5057], [-0.8365, 2.9513, -1.8923], [-1.2227, 4.0814, -1.2819], [-0.4034, 4.8631, -0.5042], [-0.9333, 6.0101, 0.1778], [-1.2028, 5.9217, 1.6557], [-2.3418, 5.9885, 0.6838], [0.9021, 4.4583, -0.2862], [1.6796, 5.0598, 0.7077], [2.9117, 4.5418, 1.0520], [3.5530, 4.9280, 2.2295], [4.1576, 3.9143, 3.0675], [3.5089, 3.9223, 4.4559], [2.1224, 4.4279, 4.2992], [2.1062, 5.8789, 3.9617], [3.1993, 6.1463, 2.9002], [-1.8631, 1.9773, -2.4365], [-2.5236, 2.2495, -3.4352], [-1.9095, 0.9196, -1.7307], [3.1161, 2.1069, -1.3110], [-2.2458, 4.4213, -1.3532], [-0.5627, 6.9593, -0.1951], [-0.9868, 6.7886, 2.2688], [-1.0043, 4.9590, 2.1062], [-2.9053, 6.9069, 0.6064], [-2.9218, 5.0878, 0.5481], [1.2332, 5.8240, 1.3238], [5.2381, 4.0547, 3.1640], [3.9865, 2.9397, 2.6201], [4.0295, 4.5667, 5.1660], [3.4706, 2.9172, 4.8707], [1.5887, 4.2719, 5.1521], [1.5896, 3.8264, 3.5070], [2.2912, 6.4448, 4.8757], [1.1102, 6.1232, 3.5940], [4.0890, 6.5751, 3.3703], [2.8398, 6.8792, 2.1821], [1.9078, -1.1224, -1.0267], [1.7211, -0.8615, -2.7205], [0.9624, 0.1026, -3.2880], [0.9004, 0.2643, -4.6205], [1.5847, -0.5894, -5.4408], [2.3245, -1.5808, -4.8053], [2.3996, -1.7188, -3.4972], [0.4536, 0.8617, -2.7711], [0.2982, 1.1025, -4.9433], [1.5576, -0.4876, -6.5136], [2.8935, -2.2987, -5.3873], [-3.9161, 2.9561, 7.1751], [-2.8158, 2.7650, 5.8483], [-2.1499, 3.8754, 5.3538], [-1.2606, 3.7105, 4.3029], [-1.0457, 2.4571, 3.7390], [-1.7495, 1.3634, 4.2306], [-2.6264, 1.5092, 5.2931], [-0.0617, 2.2684, 2.6108], [0.9143, 3.0539, 2.5045], [-0.2784, 1.3183, 1.8292], [-2.3404, 4.8516, 5.7782], [-0.7625, 4.5771, 3.8883], [-1.6024, 0.3974, 3.7674], [-3.1676, 0.6604, 5.6870]],
  "de_lowest_kcal_mol": 124.15,
  "total_charge": 0,
  "homo_lumo_gap_ha": 0.247,
  "molar_mass_g_mol": 796.0,
  "homo_ev": -7.28,
  "fmax_ev_per_a": 17.41
}